1.
Here is C23H34LiNO3PSiTe as an isolated structure in a non-equilibrium geometry from the OMol25 dataset. Energies are from wB97M-V/def2-TZVPD.

```
65
Properties=species:S:1:pos:R:3
Li 0.03734 0.44042 -0.54102
C -1.27556 -0.88289 0.48248
Si -0.88527 -0.51303 2.21370
C 0.95834 0.00566 2.24798
N 1.22455 1.06841 1.26819
C 0.73895 2.37263 1.75751
C 1.66484 3.52456 1.39391
C 3.06100 3.30629 1.98626
C 3.55378 1.85928 1.75867
C 2.61312 1.11624 0.80767
C -0.98943 -1.89904 3.52943
C -0.01115 -2.89763 3.57318
C -0.11988 -3.99320 4.41729
C -1.22521 -4.12331 5.24661
C -2.21132 -3.14700 5.22198
C -2.09106 -2.05474 4.37497
C -1.93310 0.88272 2.94916
C -2.93384 1.48749 2.18871
C -3.71469 2.51194 2.70792
C -3.50655 2.95330 4.00729
C -2.51740 2.36175 4.78280
C -1.74487 1.33681 4.25530
H -2.35552 -0.92707 0.30200
H -0.87122 -1.87041 0.21827
H 1.51941 -0.88476 1.94377
H 1.32169 0.27631 3.25646
H 0.64581 2.35097 2.85273
H -0.26273 2.56431 1.36198
H 1.23969 4.45264 1.78129
H 1.71539 3.62720 0.30815
H 3.02498 3.51760 3.05822
H 3.75978 4.02239 1.54697
H 3.60381 1.32059 2.70835
H 4.55959 1.85270 1.33279
H 2.95421 0.09026 0.66299
H 2.64501 1.59136 -0.17294
H 0.85492 -2.81773 2.92397
H 0.65500 -4.75158 4.42430
H -1.31637 -4.97892 5.90507
H -3.07898 -3.24093 5.86556
H -2.86890 -1.29766 4.36854
H -3.08673 1.15238 1.16790
H -4.48664 2.96934 2.09978
H -4.11275 3.75286 4.41648
H -2.35148 2.70044 5.79922
H -0.97982 0.87400 4.87261
C 3.38928 4.28804 -3.12103
C 2.70519 3.04358 -2.58998
O 1.63846 2.69489 -3.46015
P 0.40609 1.78368 -2.86813
O 0.97483 0.64607 -2.07820
Te -1.10516 1.53227 -4.60499
O -0.15176 2.76168 -1.64583
C -0.76439 4.01604 -1.96404
C -2.20993 4.02890 -1.50405
H 4.17244 4.60502 -2.42992
H 2.66266 5.09554 -3.22194
H 3.82797 4.09651 -4.10076
H 2.31944 3.23540 -1.58600
H 3.41160 2.21005 -2.52363
H -0.71505 4.20075 -3.03987
H -0.19375 4.80335 -1.45811
H -2.74260 3.21119 -1.98987
H -2.68312 4.97464 -1.77442
H -2.26789 3.89260 -0.42207
```

Properties
- Total charge: -1
- HOMO energy: -4.17 eV
- Gap between HOMO and LUMO: 6.8 eV
- DFT total energy: -2083.9080 a.u.
- LUMO: 2.664 eV

2.
Here is C29H35ClN6O3RuS2 as an isolated structure in a non-equilibrium geometry from the OMol25 dataset. Energies are from wB97M-V/def2-TZVPD.

```
77
Properties=species:S:1:pos:R:3
Ru 0.12385 0.37413 -1.04906
C 1.95219 4.61196 -1.10532
C 0.90695 5.22481 -0.42773
C -0.30355 4.57090 -0.33576
C -0.43839 3.29267 -0.87014
N 0.60731 2.67116 -1.45729
C 1.74486 3.33854 -1.60142
C -1.71374 2.58194 -0.97258
C -2.92608 3.02341 -0.45392
C -4.09369 2.38953 -0.82672
C -4.03313 1.37148 -1.77289
C -2.78893 0.94493 -2.18735
N -1.65176 1.46526 -1.72606
H 2.90074 5.10779 -1.25204
H 1.03241 6.21702 -0.01573
H -1.15313 5.04996 0.13097
H 2.52372 2.84089 -2.16613
H -2.94793 3.85767 0.23389
H -5.04626 2.69268 -0.41394
H -4.92925 0.91617 -2.16994
H -2.67419 0.16068 -2.92451
C -0.28224 1.71130 4.26642
C -0.16565 0.32797 3.61336
C 1.11007 -0.36643 4.11370
C -1.38770 -0.51949 3.99788
C -0.11256 0.45897 2.14725
C -0.06002 0.57503 0.93604
H -0.28423 1.60952 5.35472
H -1.20915 2.19746 3.95915
H 0.55634 2.34548 3.97612
H 1.11000 -0.40013 5.20655
H 1.99908 0.17492 3.78575
H 1.16387 -1.38784 3.73444
H -1.45376 -0.61547 5.08545
H -1.31661 -1.51480 3.55842
H -2.30068 -0.04993 3.63258
O -1.04030 -2.84889 -3.49656
S -0.02468 -2.16655 -2.74001
O -0.05338 -0.70202 -2.95486
O 1.30283 -2.72273 -2.79827
S -0.59295 -2.36881 -0.68599
Cl -3.92863 -1.58980 1.72661
C -4.22690 -2.77501 0.49369
C -5.30905 -3.62936 0.64599
C -5.55834 -4.59381 -0.31491
C -4.72058 -4.71422 -1.41405
C -3.65573 -3.84382 -1.56854
C -3.39842 -2.84760 -0.62662
C -2.34101 -1.81934 -0.90568
H -5.95403 -3.53513 1.50900
H -6.41780 -5.24368 -0.21208
H -4.90159 -5.48001 -2.15690
H -3.00999 -3.90788 -2.43549
H -2.39945 -1.55462 -1.95176
H -2.47147 -0.95047 -0.27098
C 3.00264 0.78990 0.15243
N 4.43869 0.57639 0.25781
C 5.02289 0.63577 -1.08310
N 4.44573 -0.36423 -1.97716
C 3.00936 -0.13682 -2.08221
N 2.35171 -0.19283 -0.74888
C 2.62654 -1.53727 -0.16649
N 4.05775 -1.78814 -0.05498
C 4.66610 -0.76858 0.79232
C 4.65072 -1.69493 -1.39198
H 2.81857 1.79715 -0.20962
H 2.54354 0.68696 1.13633
H 6.10003 0.47289 -1.01008
H 4.84491 1.62907 -1.50444
H 2.58040 -0.90714 -2.71096
H 2.82374 0.83822 -2.53619
H 2.19713 -2.29575 -0.81112
H 2.16363 -1.57806 0.82174
H 5.74130 -0.95041 0.84824
H 4.24283 -0.83056 1.79703
H 4.19211 -2.44340 -2.03931
H 5.72237 -1.89460 -1.32616
```

Properties
- Total charge: 0
- HOMO energy: -7.28 eV
- Gap between HOMO and LUMO: 6.4 eV
- DFT total energy: -3031.7305 a.u.
- LUMO: -0.901 eV

3.
Here is a 2-piece molecular cluster, C6H3F overall in a non-equilibrium geometry from the OMol25 dataset. Energies are from wB97M-V/def2-TZVPD.

```
10
Properties=species:S:1:pos:R:3
C -0.30931 0.34570 -2.80563
C 0.52158 -0.57394 2.98938
C -0.82603 -0.03856 -1.62490
C 1.06014 -1.14809 2.07053
C -1.31292 -0.35788 -0.51067
C 1.08708 -1.99329 0.97334
F 2.07800 -1.76434 0.15147
H -0.29593 -0.41499 -3.55490
H 0.08602 0.08410 3.63402
H -1.34651 -0.36000 0.54652
```

Properties
- Total charge: 0
- HOMO energy (spin up / spin down): -8.62 / -8.62 eV
- Relative energy (zero: lowest compared OMol25 entry of this formula, charge and spin): 638.8 kJ/mol
- Gap between HOMO and LUMO (spin up / spin down): 6.9 / 6.9 eV
- DFT total energy: -329.8913 a.u.
- LUMO (spin up / spin down): -1.750 / -1.750 eV

4.
Here is C6H10N2O3 as an isolated structure in a non-equilibrium geometry from the OMol25 dataset. Energies are from wB97M-V/def2-TZVPD.

```
21
Properties=species:S:1:pos:R:3
C 2.58569 -0.05237 -0.02656
C 1.04941 -0.12148 -0.32001
C 0.41341 1.35679 -0.68065
C -0.96021 1.40112 0.14456
C -1.19236 -1.20497 -0.05797
C 0.17285 -0.90276 0.85453
H 3.18341 -1.60298 -1.44898
H 1.16089 -0.82571 -1.27159
H -0.07464 1.48748 -1.72324
H 1.12346 2.09078 -0.17103
H -2.01757 1.99767 -0.29669
H -0.91437 1.60781 1.26062
H -2.02651 -1.85656 0.42439
H -0.67616 -1.68934 -1.10855
H 0.77888 -1.97112 1.41857
H -0.00088 0.09431 1.88751
N -1.81203 0.17806 0.06866
N -3.04396 0.42375 -0.06770
O 3.44619 -1.03850 -0.28051
O 2.70417 1.02782 0.59925
O -3.52004 -0.78970 -0.12639
```

Properties
- Total charge: 0
- HOMO energy: -9.24 eV
- Relative energy (zero: lowest compared OMol25 entry of this formula, charge and spin): 1155.3 kJ/mol
- Gap between HOMO and LUMO: 8.1 eV
- DFT total energy: -569.4687 a.u.
- LUMO: -1.138 eV

5.
Here is C15H19F3I2N4O8S2Ti as an isolated structure in a non-equilibrium geometry from the OMol25 dataset. Energies are from wB97M-V/def2-TZVPD.

```
54
Properties=species:S:1:pos:R:3
Ti -0.01061 0.56536 -1.47926
F -4.27392 0.94644 -1.88856
C -3.49953 -0.04506 -2.27989
F -2.80123 0.31170 -3.34065
F -4.18172 -1.14228 -2.50909
S -2.32559 -0.41088 -0.86805
O -1.71336 0.95686 -0.56498
O -3.02603 -1.07046 0.15858
O -1.13221 -1.09748 -1.49594
C 0.01820 3.01149 4.90187
C -0.00583 3.45682 3.46423
C 1.10334 4.09474 2.90702
C 1.10102 4.51943 1.59170
C -0.04335 4.28115 0.83363
C -1.17355 3.64908 1.35713
C -1.13701 3.24422 2.67382
S -0.18597 4.86791 -0.76446
O -0.49514 3.65460 -1.68656
O -1.23152 5.80985 -0.93819
N 1.24027 5.39741 -1.21839
C 2.26904 4.43137 -1.70978
C 1.67761 3.44896 -2.71033
C 0.57968 2.66889 -2.05746
O -0.05969 1.72058 -2.85647
O 0.98455 1.97903 -0.89678
H 0.50213 2.03498 4.98662
H -0.98862 2.91764 5.30540
H 0.57743 3.71032 5.52229
H 1.97184 4.28999 3.52464
H 1.94435 5.05809 1.18623
H -2.06462 3.50057 0.75937
H -2.01164 2.77378 3.10600
H 1.11916 6.25021 -1.76124
H 2.69600 3.91295 -0.85528
H 3.04940 5.03465 -2.16262
H 2.42277 2.74189 -3.07195
H 1.25891 3.97819 -3.56733
C 6.00220 -2.30334 -1.61331
N 4.72086 -1.61570 -1.44610
C 3.69682 -1.47610 -2.47125
C 2.63319 -0.77931 -1.67517
O 1.49606 -0.46108 -2.16896
N 2.99919 -0.53546 -0.44581
C 4.25041 -1.09070 -0.32576
N 4.89991 -1.07752 0.82556
H 6.16550 -2.47327 -2.67324
H 5.99844 -3.26485 -1.10084
H 6.81447 -1.67920 -1.24157
H 3.34142 -2.43960 -2.84198
H 4.03040 -0.87815 -3.32076
H 4.44695 -0.68969 1.63695
H 5.79006 -1.53217 0.94380
I 0.72494 -0.46664 1.20260
I -1.09517 -0.88334 3.12466
```

Properties
- Total charge: +2
- HOMO energy: -14.52 eV
- Gap between HOMO and LUMO: 7.5 eV
- DFT total energy: -3944.3930 a.u.
- LUMO: -6.979 eV